1.
DFT (ωB97M-V/def2-TZVPD) results for 12 unconnected molecules or ions with the total composition C2H29N3O11 in a non-equilibrium geometry.

* LUMO (spin up / spin down): -3.5 / -7.6 eV
* Kohn-Sham gap (spin up / spin down): 10.59 / 6.41 eV
* net charge: +1
* multiplicity: 2
* highest occupied orbital energy (spin up / spin down): -14.048 / -14.047 eV

Each line ends with the Löwdin spin population.
Geometry (Å):
1 C 0.791 -1.916 -2.801  0.09
2 N 0.835 -0.523 -2.486  0.54
3 C 0.492 -0.061 -1.263  0.08
4 N 0.462 1.268 -1.145  0.16
5 N 0.017 -0.908 -0.229  0.04
6 H 0.030 -2.063 -3.542  0.04
7 H 1.707 -2.172 -3.335  0.03
8 H 0.624 -2.712 -2.057  0.00
9 H 0.871 -2.459 1.890  0.00
10 H 0.950 1.855 -1.814  0.00
11 H 0.303 1.825 -0.307  0.00
12 H -0.027 -0.294 0.573  0.00
13 H 0.085 1.041 3.544  0.00
14 H 0.705 -3.317 3.181  0.00
15 O 0.624 -2.435 2.812  0.00
16 H -1.646 0.385 2.965  0.00
17 H -2.413 0.254 1.533  0.00
18 O -1.649 0.595 2.023  0.00
19 H -2.536 2.156 -0.433  0.00
20 H -2.121 3.702 -0.872  0.00
21 O -1.931 2.892 -0.384  0.00
22 H -4.371 -0.612 0.205  0.00
23 H -3.298 0.375 -0.286  0.00
24 O -4.094 0.314 0.249  0.00
25 H 0.317 -0.455 3.409  0.00
26 H 2.009 1.360 0.938  0.00
27 O 0.063 0.219 4.047  0.00
28 H 3.769 0.756 -0.719  0.00
29 H 2.887 -0.109 -1.429  0.00
30 O 3.606 0.498 -1.640  0.01
31 H 0.712 -1.677 -0.044  0.00
32 H 2.115 1.118 2.459  0.00
33 O 2.363 0.759 1.601  0.00
34 H -1.075 1.514 -3.800  0.00
35 H -1.211 1.901 -2.273  0.00
36 O -1.663 1.821 -3.099  0.00
37 H -0.766 2.525 1.275  0.00
38 H 0.326 3.549 1.713  0.00
39 O 0.069 2.620 1.731  0.00
40 H 3.669 -2.052 1.316  0.00
41 H 2.593 -1.123 0.866  0.00
42 O 2.782 -2.085 0.866  0.00
43 H -2.654 -2.909 -1.046  0.00
44 H -1.995 -2.294 -2.272  0.00
45 O -2.323 -3.127 -1.921  0.00

---

2.
DFT (ωB97M-V/def2-TZVPD) results for a single C15H20N4O4S molecule in a non-equilibrium geometry.

* LUMO: 0.2 eV
* Kohn-Sham gap: 8.92 eV
* multiplicity: 1
* highest occupied orbital energy: -8.722 eV
* ΔE to the lowest compared entry with this formula, charge and spin: 11.1 kcal per mole
* SMILES string: O=C(NNC1=NCCC1)c1cccc(S(=O)(=O)N2CCOCC2)c1

Each line ends with the Mulliken charge.
Geometry (Å):
1 O -1.825 -2.655 -0.173  -0.73
2 C -1.398 -1.523 -0.336  0.12
3 N -2.077 -0.443 0.121  0.03
4 N -3.340 -0.635 0.690  -0.61
5 C -4.315 0.248 0.336  0.29
6 N -4.061 1.339 -0.268  -0.59
7 C -5.269 2.118 -0.384  -0.63
8 C -6.442 1.224 0.099  -0.45
9 C -5.746 0.032 0.768  -0.51
10 C -0.094 -1.226 -0.987  0.62
11 C 0.417 -2.169 -1.878  -0.55
12 C 1.620 -1.951 -2.526  -0.78
13 C 2.342 -0.796 -2.268  -0.35
14 C 1.848 0.118 -1.356  0.17
15 S 2.835 1.556 -0.923  1.24
16 O 1.956 2.591 -0.467  -0.69
17 O 3.749 1.820 -1.990  -0.73
18 N 3.748 1.076 0.385  0.05
19 C 3.083 0.984 1.668  -0.77
20 C 2.942 -0.473 2.098  -0.22
21 O 4.201 -1.111 2.219  -0.41
22 C 5.226 -0.535 1.433  -0.67
23 C 4.695 0.012 0.112  -0.37
24 C 0.640 -0.075 -0.717  -0.66
25 H -1.945 0.506 -0.204  0.55
26 H -3.551 -1.627 0.757  0.35
27 H -5.387 2.440 -1.420  0.30
28 H -5.160 3.016 0.233  0.30
29 H -7.094 1.761 0.784  0.30
30 H -7.035 0.895 -0.753  0.26
31 H -6.128 -0.932 0.431  0.29
32 H -5.811 0.066 1.856  0.27
33 H -0.155 -3.068 -2.053  0.46
34 H 1.996 -2.680 -3.227  0.42
35 H 3.272 -0.578 -2.771  0.60
36 H 2.114 1.473 1.575  0.37
37 H 3.672 1.532 2.413  0.33
38 H 2.462 -0.544 3.078  0.37
39 H 2.324 -1.017 1.366  0.20
40 H 5.723 0.273 1.988  0.30
41 H 5.949 -1.333 1.252  0.38
42 H 4.220 -0.807 -0.447  0.26
43 H 5.503 0.425 -0.495  0.37
44 H 0.299 0.673 -0.019  0.50

---

3.
DFT (ωB97M-V/def2-TZVPD) results for a molecular structure, C41H40AsN6O5OsS3Si in a non-equilibrium geometry.

* LUMO (spin up / spin down): -4.8 / -4.9 eV
* Kohn-Sham gap (spin up / spin down): 5.77 / 5.70 eV
* net charge: +1
* multiplicity: 1
* highest occupied orbital energy (spin up / spin down): -10.591 / -10.562 eV
* ΔE to the lowest compared entry with this formula, charge and spin: 60.5 kcal per mole

Each line ends with the Mulliken charge.
Geometry (Å):
1 Os 0.571 0.463 0.293  -0.51
2 C 1.966 0.871 3.626  -0.48
3 C 2.862 1.011 2.434  0.30
4 C 4.163 1.435 2.550  -0.85
5 C 4.967 1.530 1.410  -1.02
6 C 4.468 1.159 0.191  -0.58
7 C 3.135 0.698 0.107  0.50
8 N 2.358 0.676 1.225  1.50
9 N 2.467 0.266 -0.956  0.93
10 Si 3.129 0.193 -2.581  -0.02
11 C 4.543 -1.055 -2.588  -1.31
12 C 3.713 1.872 -3.200  -1.10
13 C 1.849 -0.652 -4.822  -0.91
14 H 2.268 1.558 4.413  0.56
15 H 2.048 -0.146 4.018  0.15
16 H 0.926 1.049 3.355  -0.33
17 H 4.549 1.702 3.523  0.54
18 H 5.983 1.893 1.491  0.44
19 H 5.051 1.232 -0.715  0.49
20 H 5.308 -0.838 -1.842  0.42
21 H 5.032 -1.075 -3.563  0.39
22 H 4.157 -2.056 -2.386  0.28
23 H 4.798 1.925 -3.296  0.47
24 H 3.394 2.678 -2.537  0.28
25 H 3.263 2.075 -4.173  0.43
26 H 2.001 0.285 -5.362  0.32
27 H 0.861 -1.040 -5.073  0.20
28 H 2.610 -1.377 -5.121  0.29
29 N -1.062 2.226 2.817  -0.66
30 N -1.464 1.584 1.613  -0.24
31 H -1.818 2.791 3.193  0.31
32 H -0.294 2.844 2.584  0.11
33 H -1.810 2.212 0.886  0.45
34 H -2.209 0.932 1.837  0.26
35 C -4.200 -3.700 0.552  -0.77
36 C -4.154 -2.336 0.313  -0.52
37 C -3.030 -1.611 0.680  -0.60
38 C -1.936 -2.249 1.246  1.55
39 C -1.981 -3.619 1.477  -0.80
40 C -3.115 -4.339 1.137  -1.03
41 As -0.361 -1.252 1.798  1.56
42 C 0.926 -2.595 2.296  0.05
43 C 1.778 -3.270 1.437  -1.15
44 C 2.694 -4.169 1.965  -0.81
45 C 2.764 -4.365 3.338  -0.89
46 C 1.910 -3.687 4.196  -0.67
47 C 0.974 -2.801 3.678  0.18
48 C -0.032 -2.048 4.451  0.76
49 C -0.270 -2.191 5.813  -0.77
50 C -1.295 -1.483 6.420  -0.90
51 C -2.114 -0.654 5.667  -0.99
52 C -1.886 -0.508 4.306  -0.30
53 C -0.833 -1.174 3.704  0.67
54 H -5.085 -4.264 0.289  0.44
55 H -4.989 -1.829 -0.154  0.51
56 H -3.004 -0.544 0.506  0.11
57 H -1.127 -4.119 1.916  0.48
58 H -3.151 -5.402 1.330  0.45
59 H 1.696 -3.101 0.370  0.63
60 H 3.347 -4.721 1.303  0.48
61 H 3.503 -5.041 3.746  0.42
62 H 1.981 -3.848 5.264  0.46
63 H 0.331 -2.872 6.402  0.44
64 H -1.473 -1.594 7.481  0.42
65 H -2.942 -0.138 6.133  0.45
66 H -2.552 0.119 3.730  0.36
67 O 0.864 2.937 -4.648  -0.69
68 S -0.104 2.549 -3.668  1.12
69 O -0.925 1.412 -3.984  -0.54
70 N 0.595 2.303 -2.178  0.14
71 C 0.240 3.233 -1.350  0.86
72 S 0.689 3.153 0.306  -0.56
73 C -0.644 4.290 -1.887  0.17
74 C -1.115 5.428 -1.254  -0.85
75 C -2.023 6.225 -1.938  -0.64
76 C -2.455 5.880 -3.213  -0.58
77 C -1.962 4.749 -3.857  -0.86
78 C -1.049 3.979 -3.175  0.23
79 H -0.775 5.681 -0.258  0.43
80 H -2.403 7.127 -1.476  0.43
81 H -3.181 6.503 -3.716  0.43
82 H -2.284 4.485 -4.855  0.53
83 O -2.576 1.764 -0.954  -0.89
84 C -2.127 0.712 -1.388  0.15
85 N -0.935 0.169 -0.986  0.25
86 S -0.386 -1.069 -1.985  1.04
87 O 1.883 -0.431 -3.422  -0.36
88 O 0.019 -2.087 -0.964  -0.49
89 C -2.066 -1.344 -2.601  1.10
90 C -2.499 -2.279 -3.519  -1.06
91 C -3.713 -2.056 -4.158  -0.54
92 C -4.456 -0.909 -3.896  -0.87
93 C -4.017 0.027 -2.971  -1.02
94 C -2.807 -0.197 -2.338  0.19
95 H -1.915 -3.166 -3.731  0.59
96 H -4.066 -2.769 -4.890  0.47
97 H -5.382 -0.743 -4.430  0.46
98 H -4.578 0.927 -2.756  0.53

---

4.
DFT (ωB97M-V/def2-TZVPD) results for a single C5H7NO molecule.

* LUMO: 0.0 eV
* Kohn-Sham gap: 8.49 eV
* multiplicity: 1
* highest occupied orbital energy: -8.516 eV
* ΔE to the lowest compared entry with this formula, charge and spin: 113.7 kcal per mole

Each line ends with the Mulliken charge.
Geometry (Å):
1 C -1.977 -0.129 0.012  -1.17
2 C -0.486 -0.167 0.118  0.95
3 N 0.160 -1.095 1.069  -0.40
4 C 0.332 0.221 1.303  -0.47
5 C 1.739 0.505 -0.395  -1.09
6 C 0.415 0.246 -1.007  0.49
7 O 0.048 0.566 -2.123  -0.60
8 H -2.295 0.830 -0.409  0.29
9 H -2.434 -0.261 0.996  0.35
10 H -2.327 -0.922 -0.654  0.29
11 H 0.902 -1.735 0.796  0.28
12 H 1.241 0.894 1.260  0.42
13 H 2.415 -0.311 -0.134  0.33
14 H 2.267 1.358 -0.829  0.33

---

5.
DFT (ωB97M-V/def2-TZVPD) results for a single C12H12BrN5 molecule in a non-equilibrium geometry.

* LUMO: -0.8 eV
* Kohn-Sham gap: 7.50 eV
* multiplicity: 1
* highest occupied orbital energy: -8.334 eV
* ΔE to the lowest compared entry with this formula, charge and spin: 51.9 kcal per mole
* SMILES string: CN(C)c1nnc2c3ccc(Br)cc3nc-2n1C

Each line ends with the Mulliken charge.
Geometry (Å):
1 C -2.145 0.565 3.731  -0.97
2 N -1.125 -0.208 2.992  0.08
3 C -1.511 -1.647 2.936  -0.90
4 C -0.562 0.309 1.739  0.33
5 N -1.255 1.293 1.157  -0.39
6 N -0.871 1.684 -0.148  -0.68
7 C 0.054 0.973 -0.884  0.83
8 C 0.374 0.959 -2.265  0.25
9 C -0.270 1.556 -3.363  -0.70
10 C 0.308 1.214 -4.617  -0.31
11 C 1.489 0.442 -4.738  0.19
12 Br 2.159 -0.183 -6.406  -0.18
13 C 2.096 -0.126 -3.568  -0.48
14 C 1.506 0.189 -2.385  -0.18
15 N 1.677 -0.528 -1.166  -0.78
16 C 0.811 -0.041 -0.293  0.53
17 N 0.506 -0.413 1.052  0.28
18 C 1.561 -1.190 1.852  -1.11
19 H -3.096 0.680 3.224  0.36
20 H -2.351 0.165 4.740  0.32
21 H -1.767 1.499 4.034  0.37
22 H -0.629 -2.243 2.600  0.23
23 H -1.759 -2.019 3.953  0.39
24 H -2.384 -1.869 2.180  0.26
25 H -1.289 1.992 -3.318  0.38
26 H -0.075 1.597 -5.578  0.34
27 H 3.032 -0.640 -3.642  0.44
28 H 1.496 -0.741 2.878  0.39
29 H 1.464 -2.188 1.957  0.39
30 H 2.555 -1.079 1.343  0.34